The following is a DFT calculation (ωB97M-V/def2-TZVPD) of 2 unconnected molecules or ions with the total composition C9H18F3N2O2Si.

Calculated values
Frontier orbital gap: 5.5 eV
Max |F|: 0.412 eV/Å
Calculated total energy: -32731.64183 eV

Structure (ORCA input):
```
! wB97M-V def2-TZVPD RIJCOSX def2/J DEFGRID3
* xyz -1 1
C -1.52 3.78 -0.19
Si -2.69 2.60 0.74
C -3.90 1.97 -0.62
C -3.76 3.65 1.91
N -1.91 1.38 1.55
C -0.52 1.12 1.37
C -0.11 -0.12 2.13
N 0.89 -0.88 1.91
H -1.04 3.21 -1.00
H -2.04 4.63 -0.64
H -0.72 4.15 0.46
H -4.95 2.16 -0.39
H -3.75 0.89 -0.70
H -3.68 2.42 -1.59
H -3.31 4.63 2.13
H -3.85 3.11 2.86
H -4.78 3.83 1.53
H -0.20 0.92 0.32
H 0.15 1.92 1.75
H -0.77 -0.39 2.96
H 1.41 -0.52 1.10
C 0.89 -3.57 -0.97
C 2.18 -3.72 -0.18
O 3.33 -3.73 -1.07
C 3.78 -2.55 -1.45
O 3.37 -1.47 -1.17
C 5.03 -2.75 -2.35
F 4.85 -3.73 -3.25
F 6.09 -3.09 -1.59
F 5.33 -1.63 -3.00
H 0.81 -4.35 -1.72
H 0.05 -3.65 -0.28
H 0.85 -2.60 -1.45
H 2.23 -4.68 0.32
H 2.28 -2.93 0.56
*
```

These are the Löwdin partial charges, in e, on atoms 1 to 5: atom 1 (C): -0.2169, atom 2 (Si): 0.2756, atom 3 (C): -0.2093, atom 4 (C): -0.2118, atom 5 (N): -0.2043

The following is a DFT calculation (ωB97M-V/def2-TZVPD) of a gas-phase ion, C5H3Cl2N2O3 (charge +1) in a non-equilibrium geometry.

Calculated values
Frontier orbital gap (spin up / spin down): 6.7 / 7.6 eV
Max |F|: 5.817 eV/Å
Calculated total energy: -39385.64851 eV

Structure (ORCA input):
```
! wB97M-V def2-TZVPD RIJCOSX def2/J DEFGRID3
* xyz 1 1
C 1.34 0.18 -1.40
C -0.46 0.32 0.14
C 0.41 -0.52 -0.70
C 1.06 1.57 -1.09
C -0.73 -0.79 1.45
N 0.15 1.71 -0.11
N 0.16 -1.82 -0.52
O -0.20 2.74 0.40
O 0.53 -2.78 -1.10
O -0.67 -1.97 0.59
Cl 1.81 3.01 -1.64
Cl -2.39 -0.72 2.16
H 2.01 -0.16 -2.04
H -1.45 0.24 -0.19
H 0.15 -0.74 2.15
*
```

These are the Löwdin partial charges, in e, on atoms 1 to 5: atom 1 (C): 0.1651, atom 2 (C): -0.0112, atom 3 (C): -0.1545, atom 4 (C): -0.5468, atom 5 (C): -0.4704

The following is a DFT calculation (ωB97M-V/def2-TZVPD) of 2 unconnected molecules or ions with the total composition C4H12 in a non-equilibrium geometry.

Calculated values
Frontier orbital gap: 12.1 eV
Max |F|: 1.691 eV/Å
Calculated total energy: -4341.94502 eV
ΔE to the lowest compared entry with this formula, charge and spin: 56.3 kJ/mol

Structure (ORCA input):
```
! wB97M-V def2-TZVPD RIJCOSX def2/J DEFGRID3
* xyz 0 1
C -2.29 -1.09 0.24
C -1.06 -1.17 -0.64
H -2.02 -0.93 1.29
H -2.99 -0.30 -0.04
H -2.86 -2.02 0.19
H -0.39 -0.33 -0.36
H -0.43 -2.03 -0.39
H -1.20 -1.19 -1.72
C 1.06 1.55 0.13
C 2.31 0.69 0.13
H 1.04 2.39 -0.57
H 0.14 0.99 -0.02
H 0.85 2.03 1.10
H 2.28 0.08 -0.76
H 2.35 0.07 1.04
H 3.22 1.26 0.38
*
```

These are the Löwdin partial charges, in e, on atoms 1 to 5: atom 1 (C): -0.1723, atom 2 (C): -0.1746, atom 3 (H): 0.0668, atom 4 (H): 0.0630, atom 5 (H): 0.0611

The following is a DFT calculation (ωB97M-V/def2-TZVPD) of C4H10FOP in the gas phase in a non-equilibrium geometry.

Calculated values
Frontier orbital gap: 10.2 eV
Max |F|: 2.477 eV/Å
Calculated total energy: -18362.37507 eV
ΔE to the lowest compared entry with this formula, charge and spin: 300.2 kJ/mol

Structure (ORCA input):
```
! wB97M-V def2-TZVPD RIJCOSX def2/J DEFGRID3
* xyz 0 1
C 1.22 0.39 -1.06
C -1.06 -0.41 -1.46
C -0.23 -0.61 0.94
C -0.13 0.18 -0.40
O -0.78 1.47 -0.15
F -2.09 -1.01 -0.77
P 0.95 -0.23 2.29
H 1.74 1.08 -0.49
H 1.81 -0.49 -1.31
H 0.98 0.99 -1.95
H -0.57 -1.12 -2.16
H -1.29 0.46 -2.15
H -1.26 -0.51 1.27
H 0.05 -1.69 0.71
H -0.08 2.13 0.15
H 0.56 -1.19 3.32
H 0.18 0.58 3.21
*
```

These are the Löwdin partial charges, in e, on atoms 1 to 5: atom 1 (C): -0.0397, atom 2 (C): -0.1659, atom 3 (C): -0.4483, atom 4 (C): -0.6006, atom 5 (O): -0.0687

The following is a DFT calculation (ωB97M-V/def2-TZVPD) of 2 unconnected molecules or ions with the total composition C5H4O2.

Calculated values
Frontier orbital gap: 9.3 eV
Max |F|: 0.885 eV/Å
Calculated total energy: -9339.11512 eV
ΔE to the lowest compared entry with this formula, charge and spin: 488.9 kJ/mol

Structure (ORCA input):
```
! wB97M-V def2-TZVPD RIJCOSX def2/J DEFGRID3
* xyz 0 1
O -1.87 -1.05 -1.51
C -0.94 -0.68 -0.88
C 0.49 -1.39 -0.75
C 1.10 -0.41 0.15
C 0.49 0.58 0.54
C -0.89 0.67 0.05
O -1.82 1.41 0.18
H 0.37 -2.40 -0.34
H 0.95 -1.47 -1.74
H 1.19 2.59 1.88
H 0.92 2.17 2.43
*
```

These are the Löwdin partial charges, in e, on atoms 1 to 5: atom 1 (O): 0.1823, atom 2 (C): -0.2492, atom 3 (C): -0.0816, atom 4 (C): 0.0189, atom 5 (C): -0.0089

The following is a DFT calculation (ωB97M-V/def2-TZVPD) of a molecular structure, C6H7KLiO6 in a non-equilibrium geometry.

Calculated values
Frontier orbital gap (spin up / spin down): 7.5 / 6.9 eV
Max |F|: 4.440 eV/Å
Calculated total energy: -35141.19866 eV
ΔE to the lowest compared entry with this formula, charge and spin: 315.9 kJ/mol

Structure (ORCA input):
```
! wB97M-V def2-TZVPD RIJCOSX def2/J DEFGRID3
* xyz 1 1
K 3.17 0.70 -1.80
O 1.91 0.59 0.77
O -0.29 1.51 1.08
C -0.67 2.39 0.03
C -0.71 1.46 -1.18
O 0.29 0.49 -0.86
C 0.59 0.59 0.53
H -1.64 2.83 0.28
H 0.08 3.19 -0.09
H -0.44 1.96 -2.12
H -1.68 0.96 -1.28
Li -3.89 0.53 4.50
O -3.41 -0.34 2.73
O -1.32 -1.04 2.41
C -0.06 -0.66 2.54
C 0.71 -0.71 1.29
O -1.96 -0.09 4.39
C -2.30 -0.46 3.26
H 0.12 0.16 3.25
H 0.60 -1.59 0.65
H 1.28 -1.17 2.49
*
```

These are the Löwdin partial charges, in e, on atoms 1 to 5: atom 1 (K): 0.9668, atom 2 (O): -0.0303, atom 3 (O): 0.0152, atom 4 (C): -0.1101, atom 5 (C): -0.1231

- What is the calculated total energy in the fifth record?
  -9339.11512 eV

- Among the records above, which one has the highest max |F|?
  C5H3Cl2N2O3

- Number 3 is which compound?
  C4H12

- Among the records above, which one has the highest calculated total energy?
  C4H12